Entry 1:
The following is a DFT calculation (ωB97M-V/def2-TZVPD) of a 2-piece molecular cluster, C4H8NO4 overall in a non-equilibrium geometry.

```
17
Properties=species:S:1:pos:R:3:forces:R:3:nbo_charge:R:1
C -1.275 -2.629 0.807 1.80 0.34 -1.80 1.162
C 0.356 0.125 -0.619 0.24 -2.61 1.04 0.880
C -0.877 0.570 1.400 -3.44 -1.25 -3.94 -0.316
C 1.645 1.839 -1.735 2.37 -3.41 0.02 -0.248
N -0.344 -0.327 0.383 0.01 -0.15 0.05 -0.705
O 0.919 -0.812 -1.433 -0.27 0.17 1.01 -0.655
O -1.860 -2.211 1.767 -0.43 0.92 1.40 -0.572
O -0.762 -3.179 -0.058 -1.08 0.23 1.25 -0.349
O 0.613 1.359 -0.853 -0.14 1.24 1.08 -0.476
H -0.139 0.912 1.998 2.07 1.90 1.89 0.224
H -1.600 0.036 2.126 0.33 0.33 -0.31 0.089
H -1.600 1.252 0.814 1.21 -0.23 1.74 0.253
H 1.529 2.833 -1.842 -1.10 3.30 -0.34 0.207
H 1.420 1.307 -2.658 0.96 0.27 -0.22 0.212
H 2.770 1.789 -1.346 -2.56 -0.84 -0.55 0.214
H -1.668 -1.193 2.184 0.01 -1.32 -1.45 0.568
H 0.872 -1.671 -0.933 0.01 1.10 -0.87 0.510
```
Positions in Å, forces in eV/Å.

Values from the calculation:
HOMO level in eV: -13.95
Frontier orbital gap in eV: 9.617
E_LUMO in Ha: -0.1591
Total charge: +1
Energy above the lowest of the compared OMol25 structures with the same formula, charge and spin in kcal/mol: 47.2

Entry 2:
The following is a DFT calculation (ωB97M-V/def2-TZVPD) of a 2-piece molecular cluster, C4H8NO4P overall in a non-equilibrium geometry.

```
18
Properties=species:S:1:pos:R:3:forces:R:3:nbo_charge:R:1
C -1.131 1.137 -1.461 1.73 -1.63 -2.50 -0.274
O -0.531 1.098 -0.186 0.12 -0.49 1.31 -0.837
P 0.301 -0.219 0.327 -0.77 -0.90 -2.49 1.618
O 0.605 0.177 1.794 2.43 -0.63 -0.78 -0.812
C -0.290 0.463 2.753 -1.24 -0.90 3.87 -0.259
O 1.864 0.242 -0.188 0.89 1.05 1.15 -0.765
C 2.244 0.145 -1.435 0.70 -0.11 -1.59 0.663
O 1.587 -0.480 -2.233 0.45 0.16 -0.60 -0.627
H -0.754 2.085 -1.863 -0.92 -0.11 -0.27 0.197
H -2.214 0.958 -1.500 0.29 0.53 0.46 0.192
H -0.658 0.315 -2.176 -0.96 1.51 1.48 0.197
H 0.356 0.612 3.660 -0.97 1.05 -0.67 0.202
H -0.953 -0.365 3.181 0.65 0.35 -1.37 0.170
H -0.923 1.229 2.362 -0.46 1.03 0.71 0.194
H 3.248 0.687 -1.776 -1.90 -0.98 1.27 0.143
C 2.638 -3.485 -1.545 1.52 -0.87 -0.10 0.068
N 3.444 -3.952 -0.865 -0.96 0.55 -0.08 -0.312
H 2.151 -3.184 -2.442 -0.59 0.38 0.19 0.241
```
Positions in Å, forces in eV/Å.

Values from the calculation:
SMILES string: COP(OC)OC=O.C#N
HOMO level in eV: -9.39
Frontier orbital gap in eV: 10.224
E_LUMO in Ha: 0.0308
Energy above the lowest of the compared OMol25 structures with the same formula, charge and spin in kcal/mol: 67.0

Entry 3:
The following is a DFT calculation (ωB97M-V/def2-TZVPD) of an isolated ion of composition C4H8NOS and charge -1.

```
15
Properties=species:S:1:pos:R:3:forces:R:3:nbo_charge:R:1
C 1.615 -0.489 0.150 -0.28 -0.58 0.67 -0.612
C 0.279 0.232 0.138 0.06 0.67 0.12 -0.069
C 0.032 1.005 -1.154 0.32 0.07 0.02 -0.527
S 1.302 2.275 -1.445 0.02 -0.01 -0.06 -0.707
N -0.768 -0.752 0.411 -0.51 -0.39 -0.18 -0.605
C -1.938 -0.515 1.024 0.26 0.45 0.18 0.535
O -2.873 -1.296 1.111 -0.01 0.00 -0.04 -0.664
H 1.604 -1.199 0.988 0.06 -0.02 -0.13 0.185
H 1.722 -1.053 -0.776 0.21 0.00 -0.13 0.195
H 2.461 0.164 0.300 0.03 0.32 -0.34 0.245
H 0.242 0.975 0.943 0.07 -0.18 0.06 0.197
H -0.939 1.489 -1.081 -0.29 -0.06 0.01 0.181
H -0.017 0.277 -1.972 -0.01 -0.02 -0.11 0.166
H -0.761 -1.606 -0.131 0.12 -0.03 0.00 0.383
H -1.960 0.494 1.492 -0.06 -0.22 -0.06 0.097
```
Positions in Å, forces in eV/Å.

Values from the calculation:
SMILES string: C[C@@H](C[S-])NC=O
HOMO level in eV: -2.66
Frontier orbital gap in eV: 6.384
E_LUMO in Ha: 0.1369
Total charge: -1
Energy above the lowest of the compared OMol25 structures with the same formula, charge and spin in kcal/mol: 3.7

Entry 4:
The following is a DFT calculation (ωB97M-V/def2-TZVPD) of an isolated ion of composition C4H8NOS and charge -1.

```
15
Properties=species:S:1:pos:R:3:forces:R:3:nbo_charge:R:1
C -0.251 -1.186 1.284 0.56 0.05 0.24 -0.426
N 0.538 -1.395 0.080 0.21 -0.04 0.07 -0.626
C 0.542 -0.648 -1.058 0.03 -0.22 -0.18 0.692
O 1.195 -1.029 -2.031 -0.11 0.24 0.29 -0.676
C -0.318 0.586 -1.049 -0.41 0.00 -0.02 -0.539
C 0.081 1.723 -0.089 -0.17 0.35 0.42 -0.522
S -1.281 2.332 0.987 0.08 -0.07 -0.17 -0.727
H -1.294 -1.446 1.135 -0.22 0.04 0.02 0.189
H -0.183 -0.162 1.650 -0.25 0.07 -0.22 0.250
H 0.169 -1.814 2.077 -0.12 -0.07 -0.18 0.184
H 1.137 -2.202 0.023 -0.06 -0.04 0.01 0.384
H -1.352 0.299 -0.831 0.10 -0.07 0.22 0.235
H -0.343 0.964 -2.058 0.13 0.04 -0.46 0.218
H 0.898 1.421 0.566 0.20 -0.18 -0.10 0.175
H 0.461 2.557 -0.687 0.03 -0.10 0.04 0.189
```
Positions in Å, forces in eV/Å.

Values from the calculation:
SMILES string: CNC(=O)CC[S-]
HOMO level in eV: -2.58
Frontier orbital gap in eV: 6.262
E_LUMO in Ha: 0.1354
Total charge: -1
Energy above the lowest of the compared OMol25 structures with the same formula, charge and spin in kcal/mol: 7.8

Entry 5:
The following is a DFT calculation (ωB97M-V/def2-TZVPD) of a 2-piece molecular cluster, C4H8NOS overall in a non-equilibrium geometry.

```
15
Properties=species:S:1:pos:R:3:forces:R:3:nbo_charge:R:1
C 1.323 1.972 0.627 -1.42 -0.13 0.00 -0.430
C 0.208 1.170 0.372 -1.27 0.33 0.28 0.206
C 0.748 -2.170 0.287 -0.01 1.31 0.93 -0.536
C -0.138 0.238 -0.633 2.87 1.32 0.58 -0.144
N -1.488 -0.217 -0.855 -0.88 0.50 -0.87 -0.684
O -0.642 1.627 1.458 0.14 -1.64 -1.56 -0.624
S 0.522 2.697 1.982 0.92 0.12 -0.49 0.761
H 1.998 2.319 -0.116 0.99 0.20 0.09 0.257
H 1.561 -1.431 0.509 -0.67 -1.21 -0.60 0.193
H 0.133 -2.389 1.199 0.45 -0.16 -1.32 0.198
H 0.550 -2.540 -0.735 0.28 0.00 0.96 0.179
H 0.699 -0.065 -1.356 -1.91 0.58 1.00 0.272
H -2.111 0.247 -1.586 1.04 -0.05 1.08 0.449
H -1.995 -0.308 0.017 -0.34 0.31 0.41 0.457
H -1.368 -1.150 -1.169 -0.17 -1.48 -0.50 0.448
```
Positions in Å, forces in eV/Å.

Values from the calculation:
HOMO level (alpha / beta) in eV: -11.94 / -12.43
Frontier orbital gap (alpha / beta) in eV: 7.805 / 7.227
E_LUMO (alpha / beta) in Ha: -0.1518 / -0.1911
Total charge: +1
Energy above the lowest of the compared OMol25 structures with the same formula, charge and spin in kcal/mol: 127.6

Entry 6:
The following is a DFT calculation (ωB97M-V/def2-TZVPD) of a 2-piece molecular cluster, C4H8NOS overall in a non-equilibrium geometry.

```
15
Properties=species:S:1:pos:R:3:forces:R:3:nbo_charge:R:1
C 0.216 -0.226 -0.219 -2.86 -1.64 0.05 0.682
C -0.525 2.029 0.363 -0.10 0.03 0.06 -0.586
C -0.981 -2.419 0.135 -0.93 -1.57 0.23 -0.454
C 0.369 1.166 -0.534 0.48 1.24 -0.27 -0.535
N -0.472 -1.152 -0.066 2.19 2.59 -0.37 -0.237
O 2.175 -0.810 0.081 0.84 -0.26 0.13 -0.730
S 3.317 0.133 -0.014 0.57 -0.19 0.09 0.842
H -0.400 3.071 0.075 0.00 -0.01 0.00 0.248
H -1.573 1.764 0.249 -0.04 -0.01 0.00 0.230
H -0.246 1.923 1.408 0.00 0.01 0.05 0.228
H -2.060 -2.335 0.285 0.12 -0.15 0.02 0.257
H -0.523 -2.889 1.006 0.02 0.09 -0.05 0.259
H -0.790 -3.028 -0.751 -0.01 0.04 0.07 0.261
H 1.411 1.489 -0.433 -0.37 -0.06 -0.13 0.249
H 0.083 1.284 -1.587 0.10 -0.09 0.12 0.286
```
Positions in Å, forces in eV/Å.

Values from the calculation:
HOMO level (alpha / beta) in eV: -13.75 / -13.78
Frontier orbital gap (alpha / beta) in eV: 7.603 / 7.499
E_LUMO (alpha / beta) in Ha: -0.2259 / -0.2310
Total charge: +1
Energy above the lowest of the compared OMol25 structures with the same formula, charge and spin in kcal/mol: 63.2

Entry 7:
The following is a DFT calculation (ωB97M-V/def2-TZVPD) of an isolated ion of composition C4H8NOS and charge +1 in a non-equilibrium geometry.

```
15
Properties=species:S:1:pos:R:3:forces:R:3:mulliken_spin:R:1
C -0.043 -0.777 -1.180 1.61 2.00 2.68 0.110
C -1.084 0.046 -1.578 0.74 0.96 1.00 0.314
C -1.359 1.226 0.707 0.66 -1.48 -0.30 0.738
C 1.811 -1.286 0.519 1.41 2.22 3.02 -0.017
N 0.739 -0.445 -0.099 0.63 -1.18 -0.39 0.392
O -1.377 2.148 1.610 -0.14 1.77 1.90 0.160
S -1.631 1.522 -0.941 -0.55 -0.06 -1.01 0.263
H 0.371 -1.546 -1.764 -0.21 -1.29 -0.63 0.020
H -1.614 -0.083 -2.452 -0.56 -0.93 -2.09 0.009
H -1.243 0.208 1.012 -0.53 -0.18 0.54 0.015
H 2.917 -0.795 0.533 -2.74 -1.11 -0.83 0.022
H 1.661 -1.390 1.689 -0.31 0.61 -2.22 0.020
H 1.749 -2.290 0.229 0.25 -1.21 -1.13 0.003
H 0.568 0.409 0.433 -0.26 -0.11 -0.51 -0.047
H -1.465 3.053 1.284 0.01 -0.01 -0.03 -0.001
```
Positions in Å, forces in eV/Å.

Values from the calculation:
HOMO level (alpha / beta) in eV: -11.08 / -14.98
Frontier orbital gap (alpha / beta) in eV: 7.387 / 8.035
E_LUMO (alpha / beta) in Ha: -0.1356 / -0.2552
Total charge: +1
Energy above the lowest of the compared OMol25 structures with the same formula, charge and spin in kcal/mol: 0.0
Multiplicity: 3
Expectation value of S²: 2.016

Entry 8:
The following is a DFT calculation (ωB97M-V/def2-TZVPD) of C4H8NS as an isolated structure in a non-equilibrium geometry.

```
14
Properties=species:S:1:pos:R:3:forces:R:3:nbo_charge:R:1
C -0.709 -1.844 -0.299 1.46 0.06 -0.81 0.204
C -1.011 -0.673 0.557 -2.53 -0.22 2.01 -0.039
C -1.959 0.328 0.130 -0.48 -0.15 -3.97 -0.654
C 2.501 1.133 -0.191 -1.14 -0.10 1.51 -0.849
N 0.190 -0.992 -0.084 3.83 -1.04 -2.08 -0.314
S 2.432 -0.569 -0.700 -2.24 0.03 0.59 0.587
H -0.829 -2.713 -0.966 -0.17 0.42 0.69 0.275
H -1.132 -0.808 1.611 0.68 -0.62 0.77 0.211
H -2.973 -0.055 0.241 -0.02 -0.10 -0.38 0.259
H -1.724 0.699 -0.915 -0.70 -0.79 0.79 0.223
H -1.938 1.186 0.661 0.29 2.70 2.27 0.239
H 1.462 1.196 0.305 1.39 0.14 -0.37 0.295
H 2.438 1.865 -1.020 0.60 -0.50 0.55 0.275
H 3.251 1.249 0.669 -0.97 0.16 -1.56 0.289
```
Positions in Å, forces in eV/Å.

Values from the calculation:
HOMO level (alpha / beta) in eV: -14.61 / -14.62
Frontier orbital gap (alpha / beta) in eV: 7.469 / 7.468
E_LUMO (alpha / beta) in Ha: -0.2626 / -0.2627
Total charge: +1
Energy above the lowest of the compared OMol25 structures with the same formula, charge and spin in kcal/mol: 100.6

Entry 9:
The following is a DFT calculation (ωB97M-V/def2-TZVPD) of an isolated ion of composition C4H8NS and charge +1 in a non-equilibrium geometry.

```
14
Properties=species:S:1:pos:R:3:forces:R:3:nbo_charge:R:1
C 1.607 -0.102 -0.373 -0.25 0.07 0.71 -0.259
C -0.875 0.923 1.476 1.75 -1.50 -0.14 -0.519
C -0.871 -1.040 -0.197 -0.36 -0.65 0.50 -0.361
C 0.711 0.979 -0.666 -0.85 -1.37 1.48 -0.081
N 0.237 -0.404 -0.985 1.09 1.45 0.15 -0.420
S -0.525 -0.723 1.626 -1.14 -0.46 -2.41 0.467
H 2.554 -0.438 -0.883 -1.26 0.44 0.41 0.272
H 1.473 -0.361 0.720 0.77 -0.26 -0.85 0.235
H -0.766 1.314 2.442 0.61 1.43 1.01 0.228
H -1.672 1.291 0.923 -1.23 0.44 -1.20 0.218
H -1.820 -0.533 -0.536 0.97 -0.63 0.66 0.251
H -0.896 -2.131 -0.457 0.03 1.00 0.48 0.260
H 0.548 1.920 -1.136 0.09 0.08 -0.65 0.264
H 0.294 -0.694 -1.954 -0.22 -0.03 -0.15 0.445
```
Positions in Å, forces in eV/Å.

Values from the calculation:
HOMO level (alpha / beta) in eV: -12.67 / -13.42
Frontier orbital gap (alpha / beta) in eV: 7.708 / 8.745
E_LUMO (alpha / beta) in Ha: -0.1825 / -0.1717
Total charge: +1
Energy above the lowest of the compared OMol25 structures with the same formula, charge and spin in kcal/mol: 97.2

Which of these has the highest energy above the lowest of the compared OMol25 structures with the same formula, charge and spin? number 5